Density functional theory data (ωB97M-V/def2-TZVPD) for C28H27Br4F6N2NaO3 as an isolated structure.

Electronic energy = -12476.161542 Eh
Energy relative to the best compared isomer or geometry (same formula, charge and spin) = 22.8 kJ/mol
E_HOMO = -0.015 hartree
Frontier orbital gap = 4.0380 eV
Multiplicity = 1
Total charge = -2

XYZ file:
```
71
C28H27Br4F6N2NaO3, DFT ωB97M-V/def2-TZVPD
Na 0.28 -0.43 0.00
C -1.46 5.67 3.89
C -2.31 4.45 3.55
C -2.59 3.65 4.83
C -3.65 4.93 2.99
C -1.55 3.55 2.57
C -0.32 3.01 2.93
C 0.34 2.18 2.03
N -0.15 1.88 0.84
C -1.33 2.36 0.49
C -2.06 3.22 1.32
C -1.86 1.88 -0.82
C -3.14 2.21 -1.28
C -3.61 1.65 -2.46
C -2.76 0.79 -3.14
C -1.50 0.53 -2.63
N -1.06 1.07 -1.50
C -5.01 1.93 -3.00
C -4.91 2.54 -4.40
C -5.79 0.61 -3.08
C -5.80 2.89 -2.11
H -1.99 6.31 4.60
H -1.24 6.26 3.00
H -0.51 5.38 4.34
H -3.15 4.27 5.54
H -1.67 3.33 5.31
H -3.17 2.75 4.61
H -4.15 5.56 3.72
H -4.30 4.09 2.76
H -3.51 5.52 2.08
H 0.12 3.21 3.89
H 1.29 1.72 2.26
H -3.01 3.60 1.00
H -3.76 2.87 -0.70
H -3.06 0.30 -4.06
H -0.81 -0.15 -3.11
H -4.39 1.87 -5.09
H -4.36 3.49 -4.38
H -5.91 2.73 -4.80
H -5.30 -0.10 -3.74
H -6.80 0.79 -3.45
H -5.85 0.14 -2.09
H -5.30 3.87 -2.03
H -5.93 2.49 -1.11
H -6.79 3.06 -2.54
Br 5.46 -4.60 1.71
C 4.22 -3.60 0.67
C 3.85 -4.02 -0.58
Br 4.57 -5.63 -1.32
C 2.93 -3.26 -1.32
Br 2.41 -3.80 -3.08
C 2.32 -2.08 -0.87
O 1.49 -1.41 -1.56
C 2.73 -1.61 0.50
O 2.25 -0.54 0.99
C 3.66 -2.41 1.18
Br 4.17 -1.76 2.90
C -2.40 -2.34 2.46
C -2.76 -1.24 1.44
O -1.71 -0.73 0.82
C -3.73 -1.87 0.40
F -3.13 -2.87 -0.26
F -4.15 -0.99 -0.53
F -4.87 -2.41 0.94
C -3.53 -0.14 2.22
F -4.62 -0.58 2.92
F -2.73 0.44 3.13
F -4.00 0.85 1.43
H -1.87 -3.12 1.91
H -3.24 -2.78 2.99
H -1.70 -1.90 3.17
```